An isolated molecule of C5H7N in a non-equilibrium geometry, computed with ωB97M-V/def2-TZVPD.

Values from the calculation:
Relative energy (zero: lowest compared OMol25 entry of this formula, charge and spin), kcal per mole: 110.49
Gap between HOMO and LUMO, Ha: 0.3318
LUMO, Ha: 0.029
HOMO energy, eV: -8.24

```
! RIJCOSX wB97M-V def2-TZVPD def2/J DEFGRID3
* xyz 0 1
C -0.297 1.099 -0.959
C 0.033 0.147 0.168
C -1.705 -0.435 1.584
N -1.093 -0.756 0.457
C 1.258 -0.626 -0.028
C 2.275 -1.246 -0.191
H -0.352 0.555 -1.905
H 0.476 1.862 -1.028
H -1.265 1.578 -0.775
H 0.166 0.673 1.128
H -1.773 0.684 1.594
H -0.901 -1.741 0.295
H 3.177 -1.795 -0.340
*
```


A structure of composition C31H24CoN3O8P, computed with ωB97M-V/def2-TZVPD.

Values from the calculation:
Relative energy (zero: lowest compared OMol25 entry of this formula, charge and spin), kcal per mole: 4.87
Gap between HOMO and LUMO (alpha / beta), Ha: 0.1516 / 0.2524
LUMO (alpha / beta), Ha: 0.150 / 0.150
Expectation value of S²: 3.85
HOMO energy (alpha / beta), eV: -0.04 / -2.78

```
! RIJCOSX wB97M-V def2-TZVPD def2/J DEFGRID3
* xyz -2 4
Co 0.061 2.310 0.473
N -1.448 2.694 1.797
C -2.489 3.400 1.061
C -2.453 2.966 -0.400
O -3.410 3.110 -1.131
O -1.302 2.472 -0.780
H -1.688 1.692 1.994
H -1.194 3.153 2.663
H -2.263 4.468 1.071
H -3.493 3.247 1.459
O 3.634 4.934 4.610
C 2.920 4.446 3.763
C 2.090 5.220 2.740
O 2.013 6.430 2.650
C 1.422 4.192 1.921
C 1.762 2.911 2.408
O 1.265 1.854 1.834
C 2.692 2.961 3.522
O 3.202 2.051 4.153
O 0.650 4.349 0.928
C -0.059 -1.695 -6.410
C 0.324 -2.525 -5.365
C 0.239 -2.086 -4.050
C -0.237 -0.811 -3.755
C -0.637 0.006 -4.814
C -0.542 -0.423 -6.129
P -0.430 -0.094 -2.062
C -0.111 -1.595 -1.053
C 1.099 -1.882 -0.430
C 1.274 -3.082 0.250
C 0.245 -4.007 0.313
C -0.978 -3.717 -0.280
C -1.155 -2.517 -0.948
C 1.184 0.790 -1.869
C 2.254 0.501 -2.724
C 3.469 1.162 -2.627
C 3.632 2.140 -1.655
C 2.583 2.417 -0.790
C 1.361 1.758 -0.885
H 0.015 -2.038 -7.435
H 0.698 -3.521 -5.573
H 0.548 -2.742 -3.245
H -1.029 0.994 -4.595
H -0.853 0.231 -6.935
H 1.907 -1.161 -0.463
H 2.214 -3.279 0.751
H 0.378 -4.935 0.854
H -1.802 -4.413 -0.188
H -2.117 -2.280 -1.389
H 2.146 -0.269 -3.478
H 4.277 0.907 -3.303
H 4.564 2.685 -1.563
H 2.722 3.189 -0.047
N -1.399 -4.679 4.191
C -2.469 -3.989 3.572
O -3.567 -4.574 3.496
C -2.204 -2.668 3.111
C -0.966 -1.968 3.291
C -0.791 -0.719 2.763
N -1.734 -0.038 2.061
C -2.921 -0.695 1.904
C -3.197 -1.941 2.383
H -1.599 -5.665 4.250
H -0.478 -4.471 3.838
H -0.147 -2.401 3.853
H 0.153 -0.201 2.899
H -3.676 -0.157 1.337
H -4.160 -2.402 2.208
*
```


A structure of composition C26H39BF6N9O6PbS3Te in a non-equilibrium geometry, computed with ωB97M-V/def2-TZVPD.

Values from the calculation:
Relative energy (zero: lowest compared OMol25 entry of this formula, charge and spin), kcal per mole: 14.35
Gap between HOMO and LUMO, Ha: 0.1851
LUMO, Ha: -0.190
HOMO energy, eV: -10.20

```
! RIJCOSX wB97M-V def2-TZVPD def2/J DEFGRID3
* xyz 1 1
Pb 0.495 0.032 0.537
F 4.417 4.566 -0.042
C 3.645 3.467 -0.204
F 4.296 2.652 -1.074
F 2.450 3.912 -0.761
S 3.379 2.420 1.383
O 2.746 1.325 0.632
O 4.643 2.144 1.966
N 2.386 3.216 2.322
S 0.904 3.135 2.693
O 0.324 1.789 2.624
O 0.162 4.272 2.207
C 0.990 3.356 4.656
F -0.198 3.051 5.214
F 1.302 4.600 5.046
F 1.910 2.482 5.042
B 2.216 -2.745 0.779
N 1.770 -2.702 2.269
C 2.010 -3.636 3.226
C 1.672 -3.071 4.487
C 1.193 -1.755 4.173
N 1.252 -1.532 2.821
N 3.356 -1.788 0.395
C 4.664 -1.728 0.895
C 5.518 -1.067 -0.054
C 4.640 -0.904 -1.176
N 3.354 -1.251 -0.905
H 2.735 -3.914 0.572
H 1.257 -2.497 0.120
H 2.416 -4.574 2.966
H 1.801 -3.464 5.497
H 0.999 -0.960 4.891
H 4.981 -1.975 1.924
H 6.523 -0.717 0.030
H 4.842 -0.503 -2.188
N 0.656 1.763 -1.338
N 0.946 1.170 -2.570
C 0.679 -0.155 -2.763
O 1.070 -0.480 -4.011
O 0.231 -0.884 -1.881
H -0.129 2.406 -1.420
H 1.480 2.255 -0.942
H 1.530 1.649 -3.245
C -5.217 4.979 3.578
C -3.780 4.634 3.944
C -3.367 3.114 3.913
C -3.215 2.544 2.525
N -3.111 1.112 2.537
C -2.972 0.292 1.463
S -2.238 0.731 0.010
N -3.398 -0.999 1.727
C -4.462 -1.260 2.727
C -5.822 -0.551 2.471
C -6.455 -0.693 1.095
C -7.200 -2.040 0.836
H -5.320 6.033 3.248
H -5.789 4.895 4.480
H -5.717 4.277 2.915
H -3.453 5.038 4.871
H -3.122 5.152 3.192
H -4.156 2.544 4.387
H -2.409 2.933 4.536
H -2.267 2.935 2.098
H -4.019 2.945 1.811
H -3.361 0.682 3.478
H -3.203 -1.711 1.056
H -4.161 -1.063 3.780
H -4.604 -2.331 2.740
H -5.722 0.487 2.767
H -6.523 -0.988 3.199
H -5.682 -0.687 0.319
H -7.148 0.141 1.022
H -6.571 -2.921 0.895
H -7.539 -2.047 -0.211
H -8.107 -2.253 1.432
C 1.075 -2.334 -6.523
Te 1.698 -2.386 -4.390
C 3.835 -2.275 -5.309
C 3.658 -2.780 -6.738
C 4.776 -3.075 -7.502
C 4.602 -3.604 -8.790
C 3.303 -3.772 -9.314
C 2.160 -3.402 -8.618
C 2.339 -2.834 -7.322
H 0.758 -1.345 -6.825
H 0.224 -3.057 -6.679
H 4.432 -2.871 -4.572
H 4.125 -1.218 -5.237
H 5.756 -2.915 -7.008
H 5.420 -3.811 -9.419
H 3.268 -4.246 -10.261
H 1.163 -3.359 -9.123
*
```


A cluster of 2 separate species, C2O2S2 in total in a non-equilibrium geometry, computed with ωB97M-V/def2-TZVPD.

Values from the calculation:
Relative energy (zero: lowest compared OMol25 entry of this formula, charge and spin), kcal per mole: 6.77
Gap between HOMO and LUMO, Ha: 0.4015
LUMO, Ha: 0.021
HOMO energy, eV: -10.35

```
! RIJCOSX wB97M-V def2-TZVPD def2/J DEFGRID3
* xyz 0 1
C -1.348 -0.259 0.790
C 1.374 0.339 -0.655
O -0.748 -0.486 1.751
O 0.453 0.831 -0.154
S 2.583 -0.327 -1.329
S -2.313 -0.098 -0.404
*
```


An isolated molecule of C2H8NOPS in a non-equilibrium geometry, computed with ωB97M-V/def2-TZVPD.

Values from the calculation:
Relative energy (zero: lowest compared OMol25 entry of this formula, charge and spin), kcal per mole: 100.81
Gap between HOMO and LUMO, Ha: 0.3623
LUMO, Ha: 0.027
HOMO energy, eV: -9.14

```
! RIJCOSX wB97M-V def2-TZVPD def2/J DEFGRID3
* xyz 0 1
C 1.136 0.426 -1.212
C 0.133 -0.218 -0.263
N 0.174 -1.666 2.092
O 0.998 0.719 2.012
P -0.822 -1.659 -0.978
S 1.143 -0.524 1.321
H 1.587 -0.289 -1.923
H 1.913 0.968 -0.573
H 0.742 1.279 -1.843
H -0.555 0.637 0.094
H 0.577 -2.549 1.815
H -0.866 -1.620 1.876
H 0.334 -2.173 -1.516
H -1.081 -0.756 -1.996
*
```


A structure of composition C32H16BrClF5IN4O8PbSSe in a non-equilibrium geometry, computed with ωB97M-V/def2-TZVPD.

Values from the calculation:
Relative energy (zero: lowest compared OMol25 entry of this formula, charge and spin), kcal per mole: 28.43
Gap between HOMO and LUMO, Ha: 0.2539
LUMO, Ha: 0.132
HOMO energy, eV: -3.32

```
! RIJCOSX wB97M-V def2-TZVPD def2/J DEFGRID3
* xyz -2 1
Pb -0.189 -1.181 0.434
O -1.470 0.274 2.461
C -2.426 1.016 2.385
C -3.449 1.092 1.353
C -4.635 1.702 1.725
C -5.731 1.773 0.877
C -5.617 1.269 -0.436
C -4.451 0.710 -0.847
C -3.298 0.549 0.012
O -2.275 -0.014 -0.451
N -6.950 2.337 1.326
O -7.891 2.416 0.537
O -7.038 2.724 2.490
H -2.618 1.719 3.220
H -4.737 2.119 2.719
H -6.472 1.333 -1.094
H -4.350 0.322 -1.853
Se -1.433 -5.390 -2.424
C -1.155 -3.919 -1.525
N -0.946 -2.923 -0.951
O -0.389 4.213 2.969
S 0.005 4.046 1.594
O -0.733 4.846 0.649
N 0.046 2.485 1.160
C 1.278 2.061 0.963
O 1.607 0.872 0.725
C 2.327 3.130 1.068
C 3.684 3.010 0.833
C 4.473 4.144 0.981
C 3.915 5.357 1.370
C 2.549 5.469 1.609
C 1.776 4.342 1.440
H 4.096 2.056 0.529
H 5.537 4.088 0.787
H 4.549 6.227 1.484
H 2.098 6.408 1.901
Br 5.456 -2.085 -2.041
C 3.928 -2.880 -2.825
C 4.108 -3.936 -3.704
C 3.004 -4.480 -4.341
C 1.743 -3.952 -4.115
C 1.576 -2.914 -3.216
C 2.664 -2.376 -2.540
I 2.319 -0.854 -1.087
H 5.103 -4.319 -3.879
H 3.137 -5.313 -5.018
H 0.882 -4.358 -4.627
H 0.594 -2.512 -3.019
Cl 1.518 4.636 -2.563
C 0.533 3.230 -2.740
C -0.846 3.336 -2.818
C -1.575 2.173 -2.991
C -0.900 0.960 -3.065
N 0.421 0.870 -2.988
C 1.122 1.984 -2.822
H -1.327 4.296 -2.711
H -2.653 2.206 -3.055
H -1.432 0.025 -3.185
H 2.200 1.871 -2.761
F 0.260 -6.423 5.593
C 0.485 -5.575 4.562
C -0.473 -4.651 4.183
F -1.647 -4.616 4.838
C -0.227 -3.776 3.146
F -1.203 -2.903 2.805
C 0.988 -3.742 2.415
O 1.243 -2.921 1.475
C 1.919 -4.733 2.829
F 3.097 -4.817 2.180
C 1.680 -5.613 3.863
F 2.613 -6.523 4.206
*
```